(1)
61
Properties=species:S:1:pos:R:3 method="wB97M-V/def2-TZVPD" orbital_gap_ev=7.86 homo_ev=-5.35 total_energy_ha=-1896.457329 total_charge=-1
C 5.55513 0.68769 -2.64610
C 4.56580 0.69054 -1.76737
N 3.38798 1.50974 -1.86862
C 3.70950 3.08191 -2.03556
O 3.07018 3.73031 -1.21855
O 4.50480 3.33953 -2.90831
S 2.22591 1.00287 -2.86741
O 0.98043 0.96765 -2.17049
O 2.24852 1.64562 -4.13685
F 2.63276 -0.50308 -3.10434
H 6.54162 0.32720 -2.38196
H 5.40974 1.10971 -3.63054
H 4.58464 0.04166 -0.89681
C -2.20754 -3.68648 0.01365
O -1.65084 -3.81608 -1.27882
C -0.98557 -2.63489 -1.71733
C 0.51423 -2.73480 -1.57334
O 0.90250 -2.81785 -0.20834
C 1.24414 -4.11982 0.21241
H -2.49594 -4.68334 0.34736
H -1.48943 -3.26657 0.72254
H -3.09849 -3.04802 -0.00650
H -1.35483 -1.76291 -1.16829
H -1.22771 -2.49552 -2.77476
H 0.95649 -1.82620 -1.98486
H 0.90439 -3.59058 -2.13430
H 2.21934 -4.41788 -0.19047
H 0.49243 -4.85383 -0.09216
H 1.30616 -4.10599 1.30033
C 0.39077 -0.28465 4.25480
O 0.28668 1.09147 3.95946
C 1.54609 1.74434 3.84981
C 1.97733 1.92093 2.41096
O 2.23191 0.67967 1.78732
C 1.15914 0.24030 0.95900
H -0.59310 -0.72763 4.10139
H 1.10838 -0.78311 3.59858
H 0.68831 -0.43948 5.30000
H 2.31204 1.18848 4.40179
H 1.43802 2.72887 4.31655
H 2.90719 2.49792 2.38706
H 1.22312 2.48685 1.85533
H 1.11367 0.84405 0.05086
H 0.20148 0.28974 1.48403
H 1.34700 -0.79587 0.68976
C -2.25134 1.47595 0.84285
O -3.01333 0.42575 0.26106
C -4.36997 0.41698 0.65063
C -5.26070 1.00843 -0.42035
O -5.01010 2.38778 -0.61587
C -4.19724 2.66236 -1.74504
H -1.30616 1.52661 0.30832
H -2.76017 2.43897 0.75724
H -2.05176 1.26026 1.89817
H -4.50788 0.95540 1.59459
H -4.66139 -0.62773 0.81035
H -6.30648 0.90712 -0.10962
H -5.12917 0.45585 -1.35673
H -4.76191 2.51573 -2.67274
H -3.30513 2.03337 -1.76361
H -3.89163 3.70468 -1.68012



(2)
14
Properties=species:S:1:pos:R:3 method="wB97M-V/def2-TZVPD" orbital_gap_ev="6.37 / 9.50" homo_ev="-7.75 / -9.25" total_energy_ha=-5702.166594 relative_energy_kcal_mol=84.1 total_charge=0
C -1.04644 -0.07061 0.25216
C 2.31239 -0.29755 0.79168
C -0.34263 1.15273 0.64897
C 2.57390 -0.16916 2.19816
F 0.11218 1.99779 -0.28864
F 2.73829 1.17550 2.52076
F 3.72050 -0.78514 2.67917
F 1.59286 -0.74167 2.86801
Br 1.63562 -1.87964 0.08168
Br -0.37977 1.77590 2.36035
H -1.07657 -0.05211 -0.74789
H -1.93300 -0.04366 0.80871
H -0.39179 -0.84748 0.35586
H 2.93287 0.17359 0.08269



(3)
134
Properties=species:S:1:pos:R:3 method="wB97M-V/def2-TZVPD" orbital_gap_ev=9.88 homo_ev=-9.27 total_energy_ha=-2392.483850 total_charge=0
C -4.94003 -2.76306 -0.66066
C -3.95353 -3.88838 -1.02120
N -2.62932 -3.36942 -1.43374
C -1.59061 -3.63573 -0.41827
C -1.71484 -2.54321 0.64183
O -1.60952 -1.28726 -0.03657
S -1.80048 0.01586 0.94069
O -2.69321 -0.33832 2.00056
O -0.26905 0.18416 1.54081
C -0.19070 0.42184 2.94093
C -0.51820 1.86396 3.35739
C -1.35485 1.95763 4.61787
F -1.13697 2.59629 2.36049
C -2.27465 -3.94482 -2.70782
C -1.91065 -5.43207 -2.75081
O -2.30820 -3.28282 -3.66314
H -5.34290 -2.87149 0.34452
H -4.44439 -1.79875 -0.72293
H -5.77193 -2.75176 -1.36111
H -3.87921 -4.56392 -0.16225
H -4.35031 -4.47920 -1.84465
H -0.62574 -3.60122 -0.92324
H -1.74419 -4.61718 0.04078
H -0.93317 -2.63985 1.39312
H -2.69157 -2.68965 1.09480
H -0.74445 -0.29571 3.54119
H 0.84973 0.24961 3.20930
H 0.41639 2.37866 3.58009
H -1.27347 2.97771 4.98491
H -2.41042 1.79338 4.41616
H -0.98332 1.27158 5.37651
H -1.14267 -5.66024 -2.01842
H -1.54460 -5.70336 -3.73303
H -2.80935 -6.00655 -2.53693
C -4.97625 2.34666 2.38060
C -5.96140 3.34290 2.98403
C -6.68472 4.18538 1.93469
C -5.76869 5.06894 1.08645
C -4.90818 6.05056 1.87978
C -5.72304 7.07044 2.66863
H -4.18118 2.85248 1.83002
H -4.50350 1.75220 3.16321
H -5.48141 1.65891 1.69917
H -5.43792 3.98960 3.69434
H -6.70812 2.79296 3.56357
H -7.43699 4.80346 2.43350
H -7.24199 3.52129 1.26593
H -6.38773 5.63020 0.37879
H -5.11469 4.43913 0.47709
H -4.26366 6.58753 1.18016
H -4.24046 5.51120 2.55791
H -6.36216 7.65616 2.00414
H -5.06235 7.76346 3.19374
H -6.35629 6.59182 3.41738
C 1.80427 -0.89888 -1.83995
C 2.47574 -0.36937 -0.57608
C 3.42734 0.79704 -0.84029
C 4.61880 0.46932 -1.74226
C 5.50957 -0.66820 -1.24491
C 6.17130 -0.37600 0.09807
H 2.53203 -1.29322 -2.55149
H 1.11361 -1.70800 -1.59470
H 1.23214 -0.11205 -2.33550
H 3.00430 -1.18507 -0.07267
H 1.70119 -0.03391 0.11518
H 3.78801 1.18220 0.11824
H 2.86342 1.61680 -1.29696
H 5.22713 1.37313 -1.85191
H 4.26160 0.22585 -2.74667
H 6.29159 -0.84428 -1.98876
H 4.93840 -1.59811 -1.17733
H 6.78792 0.52389 0.04055
H 6.81653 -1.20578 0.39420
H 5.43447 -0.23570 0.89074
C -2.58708 -10.06413 -6.94759
C -3.70544 -9.17234 -6.41647
C -4.46450 -8.43313 -7.51784
C -3.62003 -7.46094 -8.34368
C -2.92131 -6.36857 -7.53522
C -3.88774 -5.44155 -6.80519
H -1.82256 -9.48708 -7.46983
H -2.09648 -10.59118 -6.12738
H -2.98189 -10.81294 -7.63748
H -3.29431 -8.46042 -5.69496
H -4.41545 -9.79340 -5.86364
H -5.30559 -7.89787 -7.06828
H -4.90844 -9.16857 -8.19677
H -4.26804 -6.98978 -9.08963
H -2.86850 -8.01833 -8.91008
H -2.31294 -5.77001 -8.21842
H -2.22574 -6.81224 -6.81697
H -4.56524 -4.95279 -7.50871
H -3.33622 -4.66822 -6.26737
H -4.49629 -5.97525 -6.07228
C -0.46907 6.85327 1.97028
C -1.44558 7.86175 2.56852
C -2.14551 8.72264 1.51797
C -1.22204 9.61021 0.68172
C -0.36415 10.58627 1.48567
C -1.18256 11.60078 2.27824
H 0.34293 7.34559 1.43270
H -0.01955 6.24403 2.75656
H -0.98027 6.18056 1.27815
H -0.92251 8.49446 3.29124
H -2.20798 7.31680 3.13278
H -2.89691 9.34293 2.01579
H -2.70099 8.06833 0.83996
H -1.83679 10.17778 -0.02436
H -0.56660 8.98339 0.07060
H 0.28528 11.12693 0.79165
H 0.29969 10.04171 2.16270
H -1.81893 12.19070 1.61504
H -0.52516 12.28984 2.81113
H -1.81925 11.11670 3.02043
C 10.83669 -4.90399 3.57927
C 9.45171 -4.26631 3.52166
C 9.27534 -3.30918 2.34342
C 10.20642 -2.09535 2.35153
C 10.10976 -1.21662 3.59814
C 8.73216 -0.59069 3.78886
H 11.62122 -4.15735 3.71082
H 10.90237 -5.59928 4.41781
H 11.04556 -5.46266 2.66445
H 9.24677 -3.75083 4.46400
H 8.70436 -5.05981 3.43779
H 8.23463 -2.97309 2.31461
H 9.43561 -3.86136 1.41159
H 9.98351 -1.48497 1.47026
H 11.24162 -2.42682 2.23150
H 10.84956 -0.41590 3.51364
H 10.38004 -1.78786 4.49045
H 8.46363 0.02441 2.92701
H 8.72222 0.04831 4.67348
H 7.95827 -1.34824 3.92292



(4)
90
Properties=species:S:1:pos:R:3 method="wB97M-V/def2-TZVPD" orbital_gap_ev=8.03 homo_ev=-8.41 total_energy_ha=-3200.357972 relative_energy_kcal_mol=26.5 total_charge=0
Na -1.65092 1.58134 0.19024
O -4.62636 1.56898 3.72149
C -3.53959 1.89721 2.99344
O -2.51601 1.27166 3.00959
C -3.74408 3.13647 2.15841
C -4.71424 4.08730 2.40297
C -4.75922 5.18946 1.55201
C -3.85779 5.28742 0.50756
C -2.93077 4.26702 0.32890
N -2.88259 3.22141 1.14915
C -1.90162 4.27688 -0.81493
O -1.71732 5.35784 -1.37567
O -1.37019 3.14887 -1.03292
H -4.37653 0.75393 4.18906
H -5.40150 3.97503 3.22947
H -5.49885 5.96444 1.70842
H -3.84385 6.12422 -0.17754
C 0.70582 2.70075 -5.89242
C 0.87311 2.38965 -4.42881
C 0.90858 1.07008 -3.97569
C 1.06858 0.77407 -2.63168
C 1.16802 1.81533 -1.71997
C 1.13348 3.13624 -2.15162
C 0.99414 3.41639 -3.49840
S 1.38343 1.65537 0.05391
O 0.21711 0.97638 0.72044
C 2.75969 0.52579 -0.13538
C 3.91488 1.30998 -0.42153
C 5.03024 0.75904 -0.95481
C 5.01447 -0.60025 -1.34676
C 6.11342 -1.17396 -2.04198
C 6.06229 -2.45708 -2.49123
C 4.89058 -3.22253 -2.28031
C 3.84231 -2.70870 -1.57896
C 3.87993 -1.38230 -1.05193
C 2.76297 -0.84366 -0.29519
C 1.89059 -1.95719 0.27987
C 2.64863 -2.84612 1.14679
C 3.85589 -2.41940 1.77038
C 4.57722 -3.25942 2.56617
C 4.15047 -4.58990 2.77804
C 2.98158 -5.01696 2.22386
C 2.19451 -4.14889 1.42361
C 0.94447 -4.57107 0.89891
C 0.14922 -3.67843 0.26830
C 0.60213 -2.35507 0.00859
S -0.79259 -1.27051 -0.41358
O -1.79778 -2.03348 -1.24271
C -1.42671 -1.46134 1.30265
C -2.72334 -1.92374 1.41515
C -3.26412 -2.14774 2.68152
C -2.52348 -1.91744 3.83012
C -3.10213 -2.16902 5.19946
C -1.21533 -1.44699 3.68859
C -0.66721 -1.21206 2.44488
H 0.58414 1.79177 -6.48089
H 1.57319 3.24006 -6.27768
H -0.16851 3.33233 -6.05925
H 0.81573 0.25792 -4.68716
H 1.12324 -0.26626 -2.32250
H 1.16316 3.94543 -1.43370
H 0.94224 4.44977 -3.82023
H 3.87903 2.37288 -0.21143
H 5.91397 1.35939 -1.13502
H 6.98551 -0.55708 -2.22578
H 6.90197 -2.88519 -3.02398
H 4.82017 -4.22419 -2.68589
H 2.95361 -3.31015 -1.44653
H 4.19657 -1.40196 1.63001
H 5.48043 -2.90023 3.04268
H 4.74274 -5.25890 3.38914
H 2.62289 -6.02427 2.39962
H 0.61034 -5.58777 1.06991
H -0.85459 -3.93570 -0.04815
H -3.30021 -2.13048 0.52429
H -4.28020 -2.51758 2.76359
H -4.17199 -2.37423 5.14803
H -2.94835 -1.31004 5.85698
H -2.62423 -3.02715 5.67713
H -0.61992 -1.24946 4.57371
H 0.34716 -0.84552 2.36358
C -3.96759 1.54230 -2.64795
C -4.44638 1.13105 -1.27256
O -3.40872 0.48138 -0.51648
H -4.78154 2.01440 -3.20305
H -3.63793 0.66765 -3.21552
H -3.12965 2.23812 -2.57995
H -5.31066 0.46790 -1.33938
H -4.73972 1.99631 -0.67903
H -3.13952 -0.30781 -1.01452



(5)
57
Properties=species:S:1:pos:R:3 method="wB97M-V/def2-TZVPD" orbital_gap_ev=5.63 homo_ev=-1.47 total_energy_ha=-14858.831861 relative_energy_kcal_mol=0.0 total_charge=-2
Ca 0.15365 0.70213 -0.70061
O 0.64323 -0.17474 1.32357
C 1.09902 -1.24067 1.85701
C 1.69512 -1.20901 3.15146
C 2.11338 -2.35190 3.79646
C 1.97457 -3.60767 3.19868
C 1.42675 -3.66684 1.92889
C 1.00224 -2.53085 1.23609
C 0.42848 -2.73267 -0.08750
N 0.08193 -1.81588 -0.90930
N -0.46061 -2.30636 -2.09284
C -0.86406 -1.33070 -2.87386
O -0.80680 -0.07935 -2.66968
C -1.48950 -1.78900 -4.16815
C -1.59490 -3.13696 -4.50619
C -2.18137 -3.51843 -5.70308
C -2.67351 -2.55853 -6.58054
C -2.57151 -1.21479 -6.24901
C -1.98250 -0.83407 -5.05038
H 1.81209 -0.23200 3.60646
H 2.56210 -2.27188 4.78219
H 2.30033 -4.50713 3.70620
H 1.31826 -4.62979 1.43675
H 0.28412 -3.77250 -0.39997
H -1.20840 -3.86759 -3.80907
H -2.25683 -4.57044 -5.95484
H -3.13291 -2.85794 -7.51585
H -2.95233 -0.45925 -6.92671
H -1.88962 0.20617 -4.76791
Br 3.98870 6.32511 1.78987
C 3.45244 4.79856 0.79415
C 4.36571 4.07897 0.05776
Br 6.19234 4.60055 0.00803
C 3.93686 2.94958 -0.66489
Br 5.15622 1.90172 -1.67824
C 2.60821 2.51078 -0.68117
O 2.20193 1.46942 -1.30888
C 1.62912 3.29238 0.07729
O 0.39412 2.91582 0.05296
C 2.10188 4.39140 0.79666
Br 0.80353 5.34254 1.81768
C -2.21917 3.41928 1.64152
N -1.91996 2.17934 2.33810
C -1.17551 2.06359 3.49296
C -1.11189 0.74950 3.79175
N -1.82354 0.07843 2.82114
C -1.93010 -1.35899 2.67797
C -2.28742 0.95681 1.90575
Se -3.15925 0.53936 0.33153
H -2.21173 4.22833 2.36975
H -3.20290 3.32444 1.18664
H -1.45611 3.60154 0.88403
H -0.72007 2.91989 3.95643
H -0.59157 0.22572 4.57256
H -1.29214 -1.82820 3.42432
H -1.59300 -1.64499 1.68377
H -2.96711 -1.67229 2.80229



(6)
64
Properties=species:S:1:pos:R:3 method="wB97M-V/def2-TZVPD" orbital_gap_ev=8.56 smiles=COc1ccc(CNCC[C@@H](c2ccc(F)cc2)c2ccc(OC(C)C)cc2)cc1OC homo_ev=-7.82 total_energy_ha=-1428.367102 relative_energy_kcal_mol=0.0 total_charge=0
C 5.43431 2.86501 0.59629
O 5.08006 1.62850 1.16668
C 4.57060 0.66534 0.34848
C 4.35109 0.80506 -1.01059
C 3.79472 -0.23196 -1.74416
C 3.48086 -1.43762 -1.14489
C 2.77863 -2.51346 -1.93318
N 1.32792 -2.34461 -1.92750
C 0.69286 -2.74184 -0.68313
C -0.78655 -2.33797 -0.66055
C -1.04194 -1.13164 0.26608
C -0.16024 0.03682 -0.09005
C 0.63592 0.62354 0.88601
C 1.45829 1.69717 0.59693
C 1.47663 2.18185 -0.69574
F 2.27001 3.23709 -0.99450
C 0.70604 1.62055 -1.69555
C -0.10864 0.54666 -1.38470
C -2.52106 -0.79785 0.28889
C -3.06567 0.33784 -0.28516
C -4.42906 0.58709 -0.24890
C -5.28995 -0.30967 0.37131
O -6.64079 -0.19794 0.45930
C -7.30622 0.94902 -0.05130
C -8.77042 0.55259 -0.21406
C -7.16036 2.13623 0.90141
C -4.74487 -1.45130 0.96434
C -3.38934 -1.68356 0.92420
C 3.72603 -1.59366 0.21826
C 4.25109 -0.55984 0.97262
O 4.49503 -0.61549 2.31457
C 4.20634 -1.80885 2.99491
H 6.22764 2.75075 -0.14994
H 5.80293 3.47258 1.42142
H 4.57478 3.36176 0.13642
H 4.59672 1.72724 -1.51164
H 3.61320 -0.09417 -2.80011
H 3.00427 -3.50602 -1.53558
H 3.10040 -2.47747 -2.97828
H 1.12261 -1.36639 -2.11435
H 1.19546 -2.30881 0.19784
H 0.78895 -3.83140 -0.61960
H -1.10920 -2.11398 -1.67732
H -1.39306 -3.17222 -0.30735
H -0.77370 -1.44929 1.28197
H 0.61348 0.23905 1.89540
H 2.07818 2.14770 1.35539
H 0.74821 2.02164 -2.69620
H -0.71841 0.10892 -2.16147
H -2.42755 1.06488 -0.76376
H -4.79732 1.48896 -0.71256
H -6.89479 1.20651 -1.03835
H -9.18199 0.26720 0.75034
H -8.85428 -0.29454 -0.88964
H -9.34081 1.38579 -0.61441
H -7.66351 3.00730 0.49039
H -7.60636 1.88944 1.86196
H -6.11238 2.37751 1.06257
H -5.41403 -2.14080 1.45462
H -2.99380 -2.56868 1.40178
H 3.51072 -2.54571 0.67820
H 4.80250 -2.64635 2.61644
H 4.46818 -1.62463 4.03582
H 3.14272 -2.06520 2.93069